Computed, not measured: C22H29BMoN7O5S as an isolated structure, with ωB97M-V/def2-TZVPD.

Properties
<S²> = 2.012
net charge = +1
largest force on an atom = 0.0119 hartree/bohr
E_tot = -57316.565 eV
2S+1 = 3
HOMO energy (spin up / spin down) = -11.81 / -11.93 eV
orbital gap (spin up / spin down) = 8.063 / 7.876 eV

Structure (XYZ):
```
66
Properties=species:S:1:pos:R:3:forces:R:3:lowdin_charge:R:1
H 4.5268 -0.4722 -2.9230 0.01 0.01 -0.01 0.1127
H -1.5333 7.5289 1.6380 0.01 0.00 -0.01 0.0872
H 0.9811 2.8621 0.1000 0.05 0.00 -0.05 0.1260
H -2.9165 -0.1943 2.0347 -0.11 -0.15 0.03 0.1067
H -2.0111 -1.7253 2.1276 0.01 -0.02 -0.04 0.0825
H 0.0890 4.4645 -1.6897 0.01 -0.01 0.00 0.1214
H -3.3613 -2.1357 0.1525 0.01 0.04 0.03 0.1383
C 1.2769 1.9031 -0.3359 0.04 0.09 0.16 -0.1742
C -2.7633 4.5305 0.9028 -0.02 0.00 0.01 -0.0215
H 2.0613 -5.8153 -0.0128 0.00 -0.03 0.00 0.1358
C 2.4961 -0.5088 -2.0433 0.02 0.06 -0.02 -0.0978
H 1.8808 0.1745 -2.6076 0.02 -0.01 -0.02 0.1158
N 1.4575 -3.8085 -0.0009 -0.14 0.05 0.03 -0.0163
C -2.4446 3.3452 0.2636 -0.02 -0.08 0.06 -0.0454
C -2.2381 -0.8626 1.5055 0.33 0.22 -0.04 -0.0523
B 2.6361 -3.0275 0.5856 0.12 0.01 -0.02 -0.4791
C -0.7870 -1.5924 -2.9966 0.04 0.05 -0.10 -0.0505
N 2.0940 -2.4694 1.9252 -0.02 0.00 0.06 -0.0123
C 3.8370 -0.8370 -2.1843 -0.05 0.00 0.00 -0.0026
H 4.9860 -2.2724 -0.9000 0.02 0.01 -0.01 0.1378
H -3.5827 4.5518 1.6101 0.00 0.00 0.00 0.1187
C 1.7519 -2.0090 4.0633 -0.03 -0.02 -0.02 -0.0146
H -3.0634 6.8262 2.1735 0.00 -0.01 -0.01 0.0802
N 1.9799 -1.1823 -1.0094 -0.07 0.00 0.12 -0.1017
H 1.7968 2.1119 -1.2718 0.05 -0.01 0.05 0.1257
O -1.6223 -1.4495 -0.7218 -0.08 0.22 -0.09 -0.3988
C 1.2464 -5.1216 -0.1311 0.03 -0.03 0.03 -0.0328
C -0.0920 -5.3234 -0.4040 0.00 0.00 -0.04 -0.0171
H -1.6649 -3.7591 -0.5732 0.05 -0.06 0.02 0.1005
H 3.5986 -3.7006 0.7795 0.02 -0.04 -0.01 0.1293
H -0.2533 -1.1382 3.6179 0.01 -0.01 0.03 0.1135
C -2.0579 5.7016 0.6387 0.05 -0.02 -0.05 -0.2514
H -1.3284 -0.2131 1.4325 -0.35 0.05 0.15 0.0454
H -2.4469 -2.6953 -2.1384 0.02 0.01 -0.07 0.1230
C 2.6398 -2.5356 3.1420 0.04 0.01 -0.04 -0.0297
C -1.9960 -1.7005 -2.1126 -0.06 -0.02 0.08 -0.2186
H -2.9587 7.6412 0.6145 0.00 0.00 0.00 0.0938
H -0.5977 -6.2560 -0.5755 0.00 -0.02 -0.01 0.1077
H -0.4708 6.5638 -0.5218 0.00 0.01 0.00 0.1250
O 1.6443 0.1627 1.2000 -0.07 0.23 0.13 -0.2128
H 3.6158 -2.9711 3.2732 0.01 0.00 0.02 0.1365
C 0.6543 -1.6283 3.3052 -0.01 0.07 0.00 -0.1130
N 0.8555 -1.9248 2.0196 0.03 -0.06 0.02 -0.1166
C -2.4227 6.9921 1.3092 -0.02 0.05 0.05 -0.0371
O -2.1904 1.0253 -1.5366 -0.05 0.12 0.02 -0.3040
O 3.2919 1.6439 0.9472 -0.10 0.04 -0.03 0.1400
C -0.6925 4.4835 -0.9422 -0.02 0.04 -0.05 -0.0543
H -0.0284 -2.3408 -2.7663 -0.04 0.00 0.02 0.0730
N 0.1011 1.0405 -0.5295 -0.09 -0.06 -0.01 -0.3200
O -0.3226 2.1639 -2.7075 -0.04 -0.03 0.02 -0.2739
H -0.3536 -0.5926 -2.9273 -0.03 -0.03 -0.02 0.0500
H -1.1012 -1.7277 -4.0318 0.01 -0.04 0.00 0.1029
C 4.0887 -1.7388 -1.1637 -0.03 -0.04 0.01 -0.0223
C -2.7617 -1.2215 0.1288 0.05 -0.06 0.03 -0.2129
H -3.3447 -0.4138 -0.3021 -0.03 0.03 -0.01 0.1128
C -1.4018 3.3240 -0.6498 0.10 0.05 -0.06 -0.2983
S -1.0020 1.8297 -1.4869 0.00 -0.08 -0.04 0.6309
N 2.9672 -1.9296 -0.4632 -0.01 0.01 0.04 0.0054
C -0.6417 -4.0462 -0.4150 -0.03 0.06 0.08 -0.1044
C -1.0212 5.6600 -0.2937 -0.02 -0.04 0.01 -0.0140
H -3.0185 2.4481 0.4532 0.00 -0.02 0.00 0.1085
H -2.7447 -0.9565 -2.3779 0.05 -0.05 0.01 0.1175
H 1.8818 -1.9263 5.1266 -0.01 0.00 0.02 0.1090
N 0.3023 -3.1314 -0.1720 -0.03 0.06 -0.16 -0.0579
C 2.2012 1.2464 0.6571 0.13 -0.04 -0.11 -0.5716
Mo 0.2977 -0.8704 0.1919 0.25 -0.52 -0.21 1.8161
```
Positions in Å, forces in eV/Å.

=====

Computed, not measured: C22H29Ca2Cl7F3KN3O12PS5 as an isolated structure in a non-equilibrium geometry, with ωB97M-V/def2-TZVPD.

Properties
largest force on an atom = 0.1148 hartree/bohr
E_tot = -264775.882 eV
HOMO energy = -5.84 eV
orbital gap = 1.363 eV

Structure (XYZ):
```
85
Properties=species:S:1:pos:R:3:forces:R:3:lowdin_charge:R:1
N 1.0649 -3.7657 0.7767 1.15 2.25 0.10 -0.0149
H 1.0731 -4.2656 -0.1263 0.14 0.43 0.47 0.1322
H -5.1582 -1.9650 3.8980 1.38 -1.36 -0.19 0.1345
O 5.8991 8.3846 -2.6701 -0.10 -1.09 0.98 -0.2970
C -1.0520 -0.3921 0.5562 1.74 -1.82 -0.10 -0.1607
H 2.3216 3.0437 0.8180 0.49 0.75 -1.02 0.0719
C -3.6732 -0.1030 -4.9646 -3.90 1.96 -0.17 -1.1160
O 6.1605 4.2698 -0.4597 0.12 1.31 -0.14 -0.3275
C -3.3125 -2.5168 1.3706 -0.05 -0.70 0.66 -0.3123
H 2.9406 7.0450 -6.9515 0.03 -0.03 0.07 0.0556
Cl 3.3274 -2.8566 4.5552 -0.71 1.23 1.28 -0.3236
H -3.4221 -1.4391 1.7580 0.23 -1.16 -0.72 0.0595
H 1.3948 -5.6598 2.9604 1.61 1.16 -0.57 0.0856
H -8.6711 -4.1672 0.1557 0.10 0.18 0.11 0.0227
Cl -8.2997 -4.1920 2.4768 0.35 0.25 -0.17 0.5093
P 2.8415 1.5220 -0.6707 1.01 1.49 -0.09 0.9409
H -3.0195 -0.9977 3.8012 -2.08 -5.20 0.76 -0.1562
S 3.5649 -1.9956 -0.1605 -1.67 -0.12 1.67 0.8983
S -0.6462 2.3589 -0.1624 -2.50 0.36 -5.34 0.7912
C 2.3102 -3.9831 1.5403 4.12 -1.77 2.77 -0.2522
H -2.1763 -2.4612 4.1169 -0.67 0.57 0.13 0.0925
F -0.2891 3.3874 1.1133 -0.50 -1.86 -1.99 -0.2089
H 4.4200 0.5960 1.1635 0.22 1.04 -1.20 0.0522
C 3.6567 -5.3371 3.4881 0.50 2.18 -2.82 -0.1675
O 6.3886 5.2554 -2.6734 -0.22 0.57 1.04 -0.2988
Cl -11.6560 -4.1058 3.9796 -0.08 -0.13 -0.04 0.5082
C 2.7106 6.0767 -6.5026 -0.09 0.08 -0.20 -0.2865
N -3.0524 -1.9286 4.2623 -0.61 0.11 -0.60 -0.0892
C -8.5171 -3.3988 0.9115 -0.68 -0.24 0.30 -1.5129
H -4.4532 -3.5063 4.6864 0.21 1.30 -1.41 0.1365
C 0.0348 0.6548 0.1054 0.90 -2.83 0.89 -0.2596
Ca -1.5661 1.3173 -4.9766 -1.28 -0.58 -0.42 1.6467
H 1.8416 6.1770 -5.8510 0.15 0.00 0.07 0.0417
S 5.1747 7.8886 -1.5240 -1.35 3.63 -1.86 0.4970
Ca -3.6777 -1.1096 -0.8588 0.38 1.85 -2.76 1.3830
C -0.7233 -1.9062 0.8129 2.56 2.55 -1.34 -0.0952
F 4.2787 5.1104 -1.5962 -0.07 0.11 0.07 -0.2079
C 2.3340 -5.0573 2.6859 3.12 1.63 -1.05 -0.0746
H -2.1574 -0.0423 0.6887 2.21 -0.14 -0.05 -0.0102
H 5.9338 -2.9078 1.7859 -1.77 -0.99 0.46 0.0998
H 6.5792 4.2118 1.5603 0.26 0.37 -0.38 -0.0822
C 1.8668 -1.2714 0.1109 -2.41 -0.43 0.79 -0.3379
Cl -10.9679 -6.0232 1.9007 -0.32 -0.18 -0.02 0.4992
H -3.6701 -4.4749 2.4767 -0.82 1.53 -0.04 0.1323
C 3.6659 -3.2216 1.2503 -1.07 -2.58 2.15 -0.4150
H 5.1494 0.6409 -0.5611 -1.09 0.80 1.33 0.0467
O -2.1652 2.2296 -0.2925 3.67 -0.04 2.11 -0.4084
H 5.0130 4.8121 -7.6221 -0.02 -0.01 0.04 0.0435
C -1.7960 -3.0384 1.2663 0.29 0.92 0.03 -0.1490
C 5.0073 -4.5701 3.1950 -3.57 0.70 -3.20 -0.1487
H 5.3795 6.5311 -7.2807 -0.04 -0.01 0.10 0.0572
C 5.3132 5.5284 -6.8544 0.05 0.02 -0.17 -0.2677
H -1.8022 -3.9489 0.5606 0.29 1.44 1.14 0.1385
C 0.7850 -2.3172 0.5705 -1.31 2.27 -0.60 -0.1309
H 5.0983 2.2178 0.3773 -1.32 -1.14 -0.02 0.0382
Cl -7.0673 -2.4720 0.4779 0.16 0.22 -0.19 0.4869
F 5.3176 9.1320 -0.5263 0.36 -0.62 0.53 -0.2075
O 2.4409 3.1281 -0.1676 -0.59 -3.31 1.19 -0.3281
H 3.6796 -6.1414 4.2957 -0.23 1.36 -1.28 0.0874
N 5.8707 6.7779 -0.6479 -0.12 -0.86 -0.24 -0.2950
H 6.2852 5.2407 -6.4520 -0.15 0.03 0.12 0.0539
H -5.2247 -3.4622 2.0005 1.76 -0.54 0.80 0.0377
O -2.8961 0.0675 -5.9776 4.32 -0.50 -1.31 -0.3062
O -4.5872 0.7705 -4.9555 -0.21 0.37 1.59 -0.0746
O 4.4677 6.6107 -4.5731 -0.41 -0.58 -0.81 -0.5191
C 4.9813 -3.4957 2.0466 -2.51 -1.90 0.56 -0.1141
O -0.1640 2.8779 -1.5064 -0.30 -1.23 4.52 -0.3447
H 2.4960 5.3425 -7.2824 0.04 -0.01 0.00 0.0378
O 6.0293 3.6256 2.0792 -0.53 -0.64 0.52 -0.1990
H -1.4955 -3.4065 2.3192 -0.29 0.45 -1.85 0.1270
C -4.2723 -2.7097 3.8702 -0.03 -0.33 0.04 -0.2135
C 4.5219 1.2252 0.2184 0.54 -0.78 -0.39 -0.2508
O 3.7367 7.8191 -1.6584 1.07 -0.75 0.36 -0.3083
H -3.8304 -2.5398 0.3189 0.49 -1.76 2.89 -0.0385
C -4.1506 -3.4371 2.4213 -0.82 1.04 -0.62 -0.1575
Cl -11.1253 -6.8796 4.6764 -0.09 0.10 -0.14 0.5283
C -11.7892 -5.7895 3.4516 0.02 0.02 0.12 -1.5239
S 4.1096 5.5092 -5.5075 0.34 0.50 0.70 0.8038
H -12.8437 -6.0243 3.3192 0.23 0.05 0.01 0.0188
C 1.5496 0.2711 -0.1245 -2.99 -1.77 2.30 -0.2879
K -2.1188 0.3534 3.6788 2.89 4.07 -0.25 0.9657
O -3.5310 -1.0016 -4.1009 1.40 -1.12 1.95 -0.1364
S 5.8309 5.3722 -1.3461 0.33 -2.38 -0.99 0.5051
H 5.9934 -4.7826 3.7469 -1.96 0.40 -0.91 0.1008
Cl -9.9387 -2.3499 0.9370 0.30 -0.16 -0.06 0.5485
```
Positions in Å, forces in eV/Å.

=====

Computed, not measured: C22H29CoN6OS as an isolated structure, with ωB97M-V/def2-TZVPD.

Properties
<S²> = 3.759
net charge = +1
largest force on an atom = 0.0180 hartree/bohr
E_tot = -82732.783 eV
2S+1 = 4
HOMO energy (spin up / spin down) = -10.17 / -10.16 eV
orbital gap (spin up / spin down) = 7.091 / 7.047 eV

Structure (XYZ):
```
60
Properties=species:S:1:pos:R:3:forces:R:3:lowdin_charge:R:1
C -0.1053 0.7258 -4.5190 0.34 0.20 -0.07 -0.2321
C 1.1629 1.1447 2.3233 0.07 0.21 -0.04 -0.6021
C 1.4963 2.3902 -3.9028 0.03 -0.29 -0.45 -0.2866
C -2.2867 -2.3254 -0.3698 -0.23 -0.05 -0.05 -0.1402
C 2.3761 -2.2072 -1.9825 -0.11 0.17 0.10 -0.0277
H -1.7800 -0.0313 -5.5867 -0.08 0.01 -0.01 0.1072
C -2.0662 -4.1289 -2.2652 -0.01 -0.08 -0.05 -0.2004
H -2.7019 -2.7260 -3.7764 -0.11 0.04 -0.04 0.0887
H 2.5675 -3.2157 -2.2795 0.07 -0.37 -0.11 0.1040
H 1.5503 2.2632 0.6835 -0.01 0.07 0.10 0.0862
C -4.8562 -3.3390 0.1291 0.09 0.01 -0.05 -0.0571
C 1.2098 -1.7278 -1.3799 0.01 -0.12 -0.08 -0.3229
C -4.0367 -3.9189 -0.8212 0.04 0.02 0.12 -0.0400
H 3.4778 2.9201 -3.4153 0.06 -0.02 0.05 0.0919
H 3.1299 3.0092 -5.1488 0.04 0.00 -0.08 0.0856
C 3.2235 -1.1103 -2.1115 -0.11 -0.06 0.07 -0.0794
C 2.5398 -0.0223 -1.5723 -0.09 0.00 0.01 -0.1648
H -2.2890 0.0941 3.3921 0.04 0.15 0.12 0.0735
H 2.1278 1.5268 4.1084 -0.09 -0.07 -0.04 0.1207
C -2.7618 -3.4416 -1.1018 -0.05 -0.02 -0.02 -0.1481
N 1.4223 0.9936 3.6291 0.13 0.01 0.23 0.2011
H -3.4145 -1.2581 3.3055 -0.04 -0.02 0.00 0.0783
C -2.7991 -0.4904 1.3776 0.63 0.45 -0.27 -0.2075
C -0.7463 -0.3032 -5.3785 0.10 -0.12 -0.03 0.0195
H -1.0787 -2.3979 -3.1724 -0.05 -0.08 0.01 0.0330
C -0.0022 -2.3846 -1.0590 0.17 -0.21 0.06 -0.0737
H 2.5073 4.2435 -4.0284 -0.01 0.06 0.01 0.0985
H -1.3509 -3.7432 -4.2730 0.06 -0.07 -0.12 0.0837
O 0.3265 0.4010 1.7760 -0.29 -0.24 0.05 -0.0634
H 2.4300 2.7591 2.0931 -0.06 -0.04 -0.03 0.1215
N -1.0210 -1.7250 -0.5932 0.18 0.17 0.11 0.0284
C 2.7268 3.1860 -4.1578 0.00 -0.01 -0.07 -0.0036
H -0.2125 -0.3958 -6.3187 0.01 -0.01 -0.04 0.0969
H -1.7136 -1.5096 2.9375 0.13 -0.10 0.03 0.0811
C -2.5372 -0.8082 2.8438 -0.04 -0.02 -0.07 -0.0765
N -0.6957 1.0099 -3.3412 -0.11 0.00 0.13 0.1269
N 1.8060 2.1088 1.6475 0.08 0.08 -0.17 0.2071
H 1.5601 1.2443 -5.7478 0.01 0.00 -0.02 0.1295
H -5.8402 -3.7342 0.3180 -0.14 -0.06 0.03 0.1096
N 1.3219 -0.3802 -1.1401 -0.12 0.09 0.06 -0.0331
H 0.9557 0.2477 4.1157 0.04 0.03 -0.02 0.1250
C -4.4006 -2.2284 0.8017 -0.01 -0.11 -0.12 -0.0409
H -5.0343 -1.7358 1.5214 -0.12 0.08 0.13 0.1193
H -1.5423 0.5148 -3.0602 0.23 0.15 -0.06 0.1548
C -0.2072 1.9323 -2.4620 -0.20 -0.07 -0.02 -0.7617
S -1.0802 2.1502 -0.9969 -0.09 0.11 0.26 0.7024
H -1.9076 0.0452 0.9755 -0.80 -0.22 0.41 0.0218
C 1.0378 1.4276 -4.8221 -0.16 0.02 0.22 0.0598
H 2.8838 0.9908 -1.4822 0.08 0.26 0.04 0.0942
H 4.2111 -1.0977 -2.5228 0.27 0.00 -0.12 0.0919
H -4.3964 -4.7696 -1.3788 -0.06 -0.10 -0.07 0.1113
H -1.1626 -4.6664 -1.9659 -0.09 0.05 -0.03 0.1012
H -0.0424 -3.4561 -1.2196 -0.01 0.10 0.07 0.1246
C -3.1370 -1.7067 0.5629 -0.04 -0.09 -0.07 -0.1651
H -3.6126 0.2344 1.2785 0.05 -0.06 0.05 0.1284
C -1.7785 -3.1930 -3.4393 0.05 0.01 0.11 -0.0941
H -0.7440 -1.2734 -4.8747 0.02 0.12 -0.08 0.0677
N 0.8733 2.6319 -2.7574 -0.18 -0.03 0.21 0.1261
H -2.7406 -4.9170 -2.6160 0.09 0.15 0.03 0.1094
Co -0.3163 0.1458 -0.0902 0.36 -0.06 -0.31 0.5100
```
Positions in Å, forces in eV/Å.

=====

Computed, not measured: C22H29F5NO3PtS2Si2 as an isolated structure in a non-equilibrium geometry, with ωB97M-V/def2-TZVPD.

Properties
net charge = -1
largest force on an atom = 0.0388 hartree/bohr
E_tot = -85180.088 eV
HOMO energy = -3.24 eV
orbital gap = 5.448 eV

Structure (XYZ):
```
65
Properties=species:S:1:pos:R:3:forces:R:3:lowdin_charge:R:1
H -1.2764 3.7979 -2.0620 0.05 0.25 0.13 0.0049
H 3.6700 -0.3184 -3.5146 -0.14 0.07 0.04 0.0871
C -4.0804 2.4000 -0.7682 -0.08 0.06 -0.03 -0.1177
H -1.3852 -2.6949 1.3898 0.20 -0.15 0.12 0.0022
H 4.2888 -2.0169 2.7348 0.09 -0.11 0.05 0.0790
O 1.1407 -1.0189 -2.0588 0.79 0.29 -0.77 0.0483
H 2.6939 -1.4669 3.2985 -0.18 -0.14 -0.09 0.0899
C -2.0428 -0.0819 -2.6784 0.35 0.60 0.30 -0.2078
C -2.0626 -1.9908 0.9162 -0.12 0.60 0.38 -0.2339
H 2.9643 0.2936 -0.2208 -0.10 -0.11 0.09 0.0051
N 3.3359 1.5599 -3.1069 0.01 0.24 0.08 0.0141
C -0.0382 4.5736 0.5672 0.59 -0.74 0.35 -0.2407
H -6.1500 2.0275 1.8748 -0.04 0.05 0.02 0.0889
H -2.7807 0.2681 -3.3937 -0.23 0.19 -0.19 0.0099
H -2.2280 2.9701 -3.2892 -0.22 -0.15 -0.04 0.0147
C -3.0197 1.6014 -0.3653 0.36 0.08 -0.46 -0.3137
C -1.3568 2.8887 -2.6453 0.33 -0.56 0.71 -0.1970
C 3.4671 -1.3258 2.5489 0.03 -0.08 -0.47 -0.3008
C -1.1062 3.8604 3.0259 -0.46 0.64 0.02 -0.1344
C -4.2355 1.0919 1.6484 -0.06 -0.02 -0.03 -0.1177
O 3.1052 -1.0261 -3.1414 -0.30 -0.07 0.05 0.0737
C -1.7286 -0.2106 3.3906 0.47 0.28 -0.83 -0.2054
H 1.4217 1.5329 -2.0638 0.28 -0.04 -0.31 0.0349
C 3.9583 0.1022 2.4263 0.07 0.07 0.05 -0.2506
H -1.2100 -0.5024 -3.2307 0.24 -0.12 -0.13 -0.0045
C -5.2768 1.9103 1.2444 -0.27 0.08 0.05 -0.1130
H -2.5736 -0.8011 3.7403 -0.14 -0.12 -0.16 0.0170
H 1.3790 1.2815 -3.8197 0.06 -0.15 0.05 0.1316
Si -1.6385 -0.1731 1.4553 -0.58 -0.43 -1.86 0.5062
C 1.9937 -0.4135 -2.6646 -0.20 -0.54 0.23 -0.5320
C -3.0995 0.9337 0.8644 0.37 -0.36 0.45 -0.3129
Pt 0.1232 0.5218 0.0114 -0.49 0.54 0.46 0.4455
H 4.9640 1.1714 0.8228 0.01 0.06 -0.04 0.1094
H -1.9500 -2.1015 -0.1591 0.06 0.10 -0.09 -0.0050
C -1.6245 4.9658 2.3276 0.17 -0.43 0.35 -0.1289
H 3.1084 0.7867 2.4014 -0.01 0.06 0.00 0.0748
H -3.0825 -2.2694 1.1796 -0.20 -0.07 0.14 0.0075
H -1.8280 0.7951 3.7845 -0.01 0.22 0.11 -0.0003
F -2.6299 5.6989 2.8571 0.38 -0.29 -0.19 0.0874
O 1.3625 -1.3490 0.9059 -1.52 0.29 0.19 -0.6381
S 2.7624 -1.7903 0.8907 1.55 0.34 0.47 0.9515
C -0.0646 3.1352 2.4880 0.32 -0.07 -0.41 -0.2606
F 0.4682 2.1201 3.1957 -0.36 0.29 -0.03 0.0516
F -1.5344 6.4062 0.4506 0.10 -0.29 0.21 0.0884
H 3.7895 1.6284 -2.1972 -0.11 0.12 -0.10 0.0757
C -1.0651 5.3204 1.1055 -0.34 0.26 0.03 -0.1470
H 4.2231 -0.8448 -0.7990 -0.08 -0.04 -0.10 0.0775
C 4.6877 0.1523 1.0908 -0.01 0.14 0.21 -0.2440
C -5.1991 2.5718 0.0293 -0.23 0.08 0.04 -0.1122
H 5.6012 -0.4470 1.1447 0.04 0.01 -0.03 0.1081
H 3.3215 2.5005 -3.4877 0.04 -0.12 0.05 0.0847
C 1.9639 1.0795 -2.9163 -0.20 0.16 0.28 -0.1949
H -4.3055 0.5658 2.5922 -0.05 0.01 0.13 0.0871
C 0.4762 3.4313 1.2277 -0.57 0.82 -0.22 -0.5797
H -6.0069 3.2176 -0.2972 -0.02 0.00 0.03 0.0896
F 0.5134 4.9665 -0.6036 -0.42 -0.09 0.42 0.0461
H -0.8227 -0.6381 3.8097 0.18 -0.11 0.08 0.0083
H -4.0260 2.9041 -1.7230 -0.05 0.15 -0.13 0.0842
C 3.7253 -0.4331 0.0756 0.19 -0.45 -0.01 -0.3278
H 4.6087 0.3784 3.2593 -0.04 0.00 0.02 0.1126
F -1.6144 3.5409 4.2378 0.14 0.14 -0.43 0.0873
S 1.7007 2.4547 0.5098 0.97 -0.24 -0.38 0.5719
Si -1.4812 1.3417 -1.4885 -0.83 -1.05 1.13 0.4618
H -0.4834 2.8316 -3.2858 0.23 0.00 -0.17 -0.0036
H -2.4948 -0.8837 -2.1050 -0.02 -0.13 0.21 0.0056
```
Positions in Å, forces in eV/Å.